(1)
98
Properties=species:S:1:pos:R:3 method="wB97M-V/def2-TZVPD" lumo_ev=3.79 orbital_gap_ev=7.0 total_charge=-2 energy_ha=-2325.26099
Cs -0.3139 -1.8843 -2.1406
C 0.9208 3.6112 3.2437
C 0.1261 2.5180 3.9493
C 0.9396 1.8813 5.0867
C 2.2401 1.0859 4.8102
C 3.4408 2.0056 4.5487
C 2.5040 0.2897 6.0956
N 2.0379 0.1539 3.6846
C 2.9948 -0.9454 3.5511
C 3.3747 -1.2075 2.0963
N 2.2372 -1.2269 1.2034
C 3.4419 -2.0324 -0.8800
C 3.3725 -2.0127 -2.4346
O 4.4120 -2.3035 -3.0446
O 2.2363 -1.7267 -2.9066
C 2.5520 -0.9755 -0.2206
C 1.4219 -2.4094 1.4310
C 3.1246 0.4281 -0.4548
C 2.1407 1.6165 -0.4413
C 2.9667 2.8931 -0.2423
C 1.4397 1.7274 -1.8059
N 1.2210 1.4824 0.7014
C 0.0293 2.3204 0.6530
C -0.9751 1.9829 1.7590
N -0.4610 1.4996 3.0550
C -1.5381 0.7980 3.7330
C -1.1858 -0.3331 4.6944
O -1.9569 -0.6470 5.5729
O -0.0670 -1.0130 4.4839
H 1.4351 4.2142 3.9967
H 0.2628 4.2723 2.6844
H 1.6555 3.1965 2.5576
H -0.7055 3.0376 4.4681
H 0.2771 1.2266 5.6563
H 1.2014 2.6892 5.7793
H 3.5820 2.7098 5.3729
H 3.3158 2.5715 3.6271
H 4.3541 1.4116 4.4571
H 2.4857 0.9695 6.9500
H 3.4776 -0.2014 6.0849
H 1.7291 -0.4649 6.2378
H 1.9148 0.6506 2.8004
H 0.6544 -0.4945 3.9539
H 2.5693 -1.8458 4.0075
H 3.9316 -0.7446 4.0816
H 3.9479 -2.1514 2.0586
H 4.0538 -0.4159 1.7855
H 3.1240 -3.0325 -0.5648
H 4.4853 -1.9157 -0.5754
H 1.5912 -0.9987 -0.7291
H 2.0142 -3.3387 1.4190
H 0.6450 -2.5134 0.6721
H 0.9192 -2.3406 2.3979
H 3.6022 0.4163 -1.4375
H 3.9268 0.6316 0.2582
H 3.7089 2.9925 -1.0382
H 3.4871 2.8556 0.7179
H 2.3341 3.7833 -0.2610
H 2.1896 1.7541 -2.5988
H 0.8459 2.6410 -1.8702
H 0.7778 0.8879 -2.0225
H 0.9534 0.5110 0.8233
H -0.5405 2.1753 -0.2677
H 0.3297 3.3667 0.6732
H -1.5911 1.1845 1.3475
H -1.6548 2.8417 1.8898
H -2.1615 0.3111 2.9790
H -2.1999 1.4808 4.2866
O -3.2447 -3.6465 -0.1813
C -2.9359 -3.2779 -1.3215
O -2.0785 -3.8075 -2.0953
C -3.5980 -2.0008 -1.8968
C -4.7868 -2.2901 -2.8328
C -4.9748 -1.0907 -3.7757
C -5.5269 -0.0280 -2.7907
C -5.6303 -0.8463 -1.4906
O -5.9383 -2.1655 -1.9820
C -4.2409 -1.0487 -0.8778
C -3.4586 0.2411 -0.5894
O -4.1008 1.2124 -0.1393
O -2.2076 0.2301 -0.8088
H -2.8368 -1.4427 -2.4371
H -4.7751 -3.2693 -3.3066
H -5.7038 -1.3293 -4.5535
H -4.0430 -0.7870 -4.2545
H -6.5103 0.3295 -3.1015
H -4.8733 0.8349 -2.6708
H -6.3989 -0.5173 -0.7973
H -4.3463 -1.5956 0.0629
N -2.0262 4.1439 -5.4958
N -2.0436 3.8942 -4.1261
N -2.3362 2.7182 -3.6306
C -2.1937 2.9467 -2.3263
N -1.8094 4.2151 -2.0813
N -1.7298 4.8096 -3.2472
H -2.9814 4.0568 -5.8292
H -1.7402 5.1132 -5.5819
H -2.3589 2.1835 -1.5727


(2)
265
Properties=species:S:1:pos:R:3 method="wB97M-V/def2-TZVPD" lumo_ev=-2.57 orbital_gap_ev=5.5 total_charge=+1 energy_ha=-11163.91162
C -16.3612 6.5505 -0.2667
C -15.3686 5.5732 -1.0247
N -13.8946 6.0446 -1.1238
C -13.3060 6.4063 0.2677
C -13.1240 4.7713 -1.6700
C -11.6995 5.0203 -2.1468
C -13.8114 7.2593 -2.1190
C -14.0228 6.9664 -3.6526
O -15.4751 6.7938 -3.8385
C -15.9221 7.1083 -5.0686
H -16.2343 7.6057 -0.5085
H -16.1675 6.5125 0.8053
H -17.3426 6.1280 -0.4821
H -15.6662 5.4040 -2.0596
H -15.3304 4.6052 -0.5251
H -13.6893 5.7229 1.0254
H -13.6065 7.4447 0.4072
H -12.2166 6.4220 0.2331
H -13.7578 4.3557 -2.4534
H -13.1183 4.0518 -0.8513
H -11.0673 5.5342 -1.4227
H -11.6451 5.6132 -3.0598
H -11.1652 4.1070 -2.4088
H -12.7815 7.5659 -1.9365
H -14.5755 7.9599 -1.7821
H -13.5395 6.0847 -4.0734
H -13.6329 7.8909 -4.0783
H -16.9659 6.7947 -5.0556
H -15.5200 6.4613 -5.8482
H -15.7443 8.0992 -5.4865
C 6.6257 -1.8234 -12.6014
C 7.9068 -1.3747 -13.3500
N 7.8385 -1.7453 -14.8879
C 7.9985 -3.2856 -14.8807
C 6.5198 -1.3908 -15.5097
C 6.0883 0.0907 -15.2669
C 9.0636 -1.1559 -15.6710
C 8.8143 -0.8787 -17.1269
O 8.4075 -1.9820 -17.8138
C 8.3486 -1.7927 -19.2704
H 6.5276 -2.8772 -12.3408
H 5.6947 -1.3645 -12.9342
H 6.7175 -1.2452 -11.6819
H 8.8490 -1.6674 -12.8867
H 7.9865 -0.2911 -13.2633
H 8.2377 -3.4817 -15.9258
H 7.0529 -3.7192 -14.5551
H 8.8077 -3.5392 -14.1959
H 5.7168 -2.0571 -15.1945
H 6.5392 -1.6938 -16.5565
H 6.0692 0.3914 -14.2193
H 5.0606 0.3325 -15.5381
H 6.5560 0.9153 -15.8048
H 9.9756 -1.6284 -15.3062
H 9.0452 -0.1414 -15.2728
H 9.7604 -0.5767 -17.5763
H 8.2545 0.0006 -17.4458
H 7.7169 -2.5860 -19.6703
H 9.2668 -1.7527 -19.8565
H 7.7441 -0.9121 -19.4876
C -4.4019 -10.0131 2.4910
C -5.7507 -9.5164 3.1525
N -6.3499 -10.6766 4.0047
C -5.4987 -10.7055 5.2263
C -7.8045 -10.3811 4.4956
C -7.9936 -9.2091 5.4907
C -6.3078 -12.1132 3.4266
C -7.3379 -12.3645 2.2858
O -7.2533 -11.3604 1.1772
C -8.4320 -11.3093 0.4134
H -3.6064 -10.3842 3.1372
H -3.9576 -9.1390 2.0149
H -4.5203 -10.8263 1.7749
H -6.4168 -9.1334 2.3793
H -5.4581 -8.6783 3.7850
H -5.5752 -9.7581 5.7600
H -4.4983 -11.1265 5.1271
H -5.8796 -11.4309 5.9451
H -8.1824 -11.3353 4.8626
H -8.3751 -10.1912 3.5865
H -8.9582 -8.7324 5.3163
H -7.2987 -8.3985 5.2711
H -8.0216 -9.5474 6.5265
H -6.6119 -12.8370 4.1828
H -5.2758 -12.3480 3.1658
H -8.3417 -12.3676 2.7109
H -7.2202 -13.4117 2.0072
H -8.5459 -12.1699 -0.2458
H -8.4573 -10.4442 -0.2491
H -9.3349 -11.1512 1.0033
C 0.5512 7.4735 -2.1980
C -0.3774 6.5002 -1.4772
O -0.5469 6.5806 -0.2602
N -1.3237 5.7141 -2.3586
H -1.6915 6.4947 -2.8834
H -0.8092 5.1886 -3.0509
C -2.5350 5.0207 -1.6610
H 1.1980 6.9392 -2.8939
H 1.2431 7.9061 -1.4753
H -0.1142 8.2241 -2.6246
H -3.0162 4.3564 -2.3788
H -3.2145 5.8343 -1.4072
H -2.1400 4.5854 -0.7431
C 2.4720 -11.9481 -14.7933
C 2.2000 -13.3856 -15.1131
C 2.0395 -14.1194 -13.8026
C 3.3361 -14.2159 -12.9222
N 3.3092 -15.4254 -11.8835
C 3.5170 -16.7417 -12.6088
C 4.6694 -17.5165 -11.8930
C 4.9361 -16.7283 -10.6541
C 4.6266 -15.3233 -11.0381
C 2.0770 -15.4058 -11.0078
C 1.8181 -14.0864 -10.1567
C 1.2983 -14.2678 -8.8023
H 3.3467 -11.7842 -14.1638
H 1.6244 -11.6889 -14.1589
H 2.4581 -11.2670 -15.6442
H 2.9003 -13.8683 -15.7947
H 1.3209 -13.4181 -15.7568
H 1.7160 -15.1340 -14.0352
H 1.1196 -13.6929 -13.4027
H 3.3766 -13.3485 -12.2633
H 4.2581 -14.3258 -13.4931
H 2.5931 -17.3188 -12.6477
H 3.8190 -16.4195 -13.6054
H 4.4161 -18.5055 -11.5111
H 5.5356 -17.6298 -12.5449
H 4.2885 -17.1272 -9.8733
H 5.9639 -16.9072 -10.3385
H 4.4365 -14.5781 -10.2657
H 5.3975 -14.9610 -11.7182
H 2.1045 -16.2197 -10.2833
H 1.2875 -15.7676 -11.6665
H 0.9695 -13.6785 -10.7058
H 2.5892 -13.3175 -10.1085
H 2.0122 -14.6543 -8.0749
H 0.4169 -14.9063 -8.7427
H 0.9867 -13.3239 -8.3550
C -20.9688 -1.6015 1.9136
C -20.1157 -1.9646 0.6907
C -19.8740 -3.4742 0.4437
C -19.3874 -4.0814 1.7960
N -18.8936 -5.5908 1.6143
C -20.0345 -6.6396 1.5902
C -20.5761 -6.6427 3.0583
C -19.3572 -6.4358 3.9388
C -18.2134 -6.0752 2.9205
C -17.8991 -5.8331 0.4489
C -16.7106 -4.7840 0.4085
C -15.3449 -5.3695 -0.0096
H -21.9445 -2.0853 1.8691
H -21.0262 -0.5172 2.0089
H -20.5766 -1.8345 2.9036
H -19.2678 -1.2827 0.7545
H -20.7060 -1.7179 -0.1918
H -19.0999 -3.5456 -0.3203
H -20.7239 -4.0707 0.1120
H -20.2602 -4.1554 2.4448
H -18.5864 -3.5190 2.2758
H -19.6392 -7.5961 1.2481
H -20.6671 -6.3792 0.7417
H -21.0522 -7.5897 3.3128
H -21.2932 -5.8503 3.2727
H -19.0691 -7.3375 4.4793
H -19.5075 -5.6792 4.7089
H -17.5558 -6.9368 2.8044
H -17.6048 -5.2926 3.3735
H -18.4947 -5.9206 -0.4598
H -17.5979 -6.8764 0.5435
H -16.6040 -4.3253 1.3915
H -16.8468 -3.9105 -0.2292
H -15.0740 -6.3193 0.4514
H -14.5238 -4.6565 0.0653
H -15.3269 -5.5767 -1.0796
C -4.8087 -0.5569 -7.6401
C -3.2944 -1.0266 -7.4503
C -3.0547 -2.4186 -7.9977
C -3.2707 -3.3996 -6.7739
N -3.6004 -4.8297 -7.2033
C -3.5091 -5.7036 -5.9349
C -4.9433 -5.6789 -5.3033
C -5.8937 -5.2052 -6.3887
C -5.0604 -5.1088 -7.6968
C -2.6234 -5.4172 -8.2876
C -1.1820 -5.4296 -7.8967
C -0.4071 -5.8323 -9.1125
H -5.0677 0.5018 -7.6538
H -5.4367 -1.0335 -6.8874
H -5.1972 -0.8607 -8.6121
H -2.9343 -0.8710 -6.4334
H -2.6963 -0.2889 -7.9852
H -2.0054 -2.4483 -8.2911
H -3.7356 -2.6950 -8.8028
H -4.2328 -3.0983 -6.3595
H -2.4664 -3.3760 -6.0386
H -3.3399 -6.6905 -6.3655
H -2.7857 -5.3907 -5.1820
H -5.2873 -6.6320 -4.9016
H -4.9133 -5.0931 -4.3846
H -6.6935 -5.9178 -6.5902
H -6.3903 -4.2598 -6.1704
H -5.1127 -6.0885 -8.1718
H -5.3930 -4.3433 -8.3979
H -2.7655 -4.6989 -9.0951
H -2.9052 -6.4123 -8.6316
H -1.0213 -6.0849 -7.0407
H -0.7743 -4.4597 -7.6116
H -0.2152 -5.0491 -9.8458
H -0.8520 -6.6244 -9.7147
H 0.5278 -6.2334 -8.7211
N -15.2858 -2.0909 -9.4597
S -13.7162 -2.6410 -9.7703
O -12.9409 -3.2653 -8.6868
O -13.0913 -1.9292 -10.8690
F -14.1660 -3.9473 -10.5365
S -14.7341 -1.3435 -8.1805
O -13.7528 -0.2432 -8.4320
O -14.8605 -1.9863 -6.8977
F -16.0493 -0.4170 -8.1217
N 2.3359 2.7283 -5.6265
S 3.2188 2.8509 -7.0446
O 2.5079 2.2687 -8.2065
O 4.6723 2.7751 -6.9479
F 2.9422 4.4520 -7.2025
S 2.9044 1.4117 -5.3305
O 4.1334 1.4767 -4.4969
O 2.7872 0.2619 -6.2142
F 1.7398 1.0312 -4.2415
N -7.4816 -12.6674 -10.2915
S -6.8913 -13.0699 -8.7120
O -5.6786 -12.4507 -8.2239
O -7.2777 -14.4076 -8.1677
F -7.9199 -12.1392 -7.8677
S -6.1155 -13.1267 -10.9135
O -5.6011 -14.4427 -10.6540
O -5.1696 -12.0494 -11.1573
F -6.7476 -13.2283 -12.4187
N -4.8896 -0.7679 1.4797
S -3.8939 -1.8797 1.3912
O -3.5231 -2.4253 0.0726
O -3.8216 -2.8505 2.4722
F -2.5136 -1.0426 1.6320
S -6.1455 -1.7140 0.8471
O -6.4730 -3.0129 1.5118
O -6.2281 -1.7367 -0.6083
F -7.3722 -0.8095 1.3435
N -1.7845 -0.6417 -16.2915
S -1.6769 -1.5064 -15.0487
O -2.9283 -2.0718 -14.4997
O -0.6315 -1.2536 -14.0828
F -0.9997 -2.8753 -15.7830
S -2.2768 0.7331 -15.3351
O -1.1692 1.6808 -15.0770
O -3.4272 0.6977 -14.4998
F -3.0319 1.4627 -16.6298
N 4.4737 -7.1449 -0.7196
S 4.0217 -6.0493 0.1926
O 2.8068 -6.2622 0.9654
O 4.4523 -4.7026 -0.2275
F 5.1314 -6.4905 1.3268
S 3.1104 -7.0580 -1.6067
O 2.5391 -5.7934 -2.0836
O 2.2142 -8.2214 -1.6415
F 4.0350 -7.4723 -2.9159


(3)
15
Properties=species:S:1:pos:R:3 method="wB97M-V/def2-TZVPD" lumo_ev=-7.45 orbital_gap_ev=2.3 total_charge=+2 energy_ha=-1066.83585
Rb 10.0871 30.4503 -14.8691
Rb 9.4380 24.0853 -13.0918
Rb 12.9388 23.6226 -13.2444
Rb 10.0200 26.0017 -17.2373
Rb 13.3387 27.4346 -11.6347
Rb 7.6957 28.2639 -16.3244
N 16.5252 28.2473 -14.0040
O 17.1963 28.5567 -14.9613
O 17.0078 27.5493 -13.0451
O 15.2999 28.5201 -13.9063
P 11.2594 27.4143 -13.9517
O 11.1409 28.5220 -12.8650
O 10.0175 27.5417 -14.9285
O 11.4055 25.9687 -13.2936
O 12.4849 27.9132 -14.7623


What did the third record say?
15
Properties=species:S:1:pos:R:3 method="wB97M-V/def2-TZVPD" lumo_ev=-7.45 orbital_gap_ev=2.3 total_charge=+2 energy_ha=-1066.83585
Rb 10.0871 30.4503 -14.8691
Rb 9.4380 24.0853 -13.0918
Rb 12.9388 23.6226 -13.2444
Rb 10.0200 26.0017 -17.2373
Rb 13.3387 27.4346 -11.6347
Rb 7.6957 28.2639 -16.3244
N 16.5252 28.2473 -14.0040
O 17.1963 28.5567 -14.9613
O 17.0078 27.5493 -13.0451
O 15.2999 28.5201 -13.9063
P 11.2594 27.4143 -13.9517
O 11.1409 28.5220 -12.8650
O 10.0175 27.5417 -14.9285
O 11.4055 25.9687 -13.2936
O 12.4849 27.9132 -14.7623